Below is a 15-piece molecular cluster, C25H80N4O15 overall at a distorted geometry, with properties calculated with the ωB97M-V functional and the def2-TZVPD basis.

## Properties
E_tot = -63887.2035 eV
LUMO level = -0.3 eV
max |F| = 0.1849 hartree/bohr
energy above the lowest of the compared OMol25 structures with the same formula, charge and spin = 636.6 kJ/mol
orbital gap = 7.85 eV
charge = 0
E_HOMO = -8.11 eV

Positions of all 124 atoms, in Å:
C -11.771 -13.430 -1.163
C -12.069 -12.032 -1.750
O -12.882 -11.245 -1.007
H -11.036 -13.247 -0.330
H -11.127 -14.030 -1.885
H -12.760 -13.847 -0.883
H -12.667 -12.124 -2.654
H -11.183 -11.548 -2.171
H -13.002 -10.418 -1.479
C -11.241 -8.949 3.086
C -10.923 -10.243 2.316
O -10.234 -11.064 3.179
H -10.406 -8.481 3.499
H -11.953 -9.252 3.845
H -11.786 -8.343 2.461
H -10.192 -10.068 1.553
H -11.857 -10.777 1.977
H -9.610 -11.526 2.627
C -6.638 -18.034 0.908
C -6.487 -16.610 1.269
O -5.263 -16.511 1.861
H -5.860 -18.334 0.201
H -7.647 -18.249 0.545
H -6.468 -18.708 1.769
H -7.317 -16.412 1.873
H -6.505 -16.046 0.310
H -5.310 -17.019 2.630
C -10.314 -16.646 1.498
C -9.920 -16.224 0.102
O -9.357 -14.960 0.185
H -10.229 -17.690 1.705
H -11.328 -16.189 1.749
H -9.736 -16.157 2.290
H -10.724 -16.120 -0.579
H -9.175 -16.913 -0.281
H -9.176 -14.605 -0.688
C -5.170 -15.766 5.117
C -6.172 -16.783 4.572
O -5.561 -17.928 4.092
H -4.697 -16.209 6.022
H -5.803 -14.838 5.332
H -4.406 -15.503 4.276
H -6.903 -16.233 3.922
H -6.891 -17.206 5.308
H -5.787 -18.548 4.738
C -7.648 -15.940 -2.572
C -7.317 -14.475 -2.341
O -8.475 -13.667 -1.999
H -8.725 -15.999 -2.763
H -7.415 -16.608 -1.690
H -6.998 -16.241 -3.391
H -6.693 -13.994 -3.113
H -6.626 -14.421 -1.427
H -8.726 -13.185 -2.775
C -7.744 -8.604 3.607
C -7.989 -7.955 2.251
O -6.896 -8.161 1.336
H -6.841 -8.130 3.934
H -7.675 -9.665 3.447
H -8.586 -8.298 4.267
H -8.285 -6.905 2.386
H -8.854 -8.396 1.843
H -7.245 -7.958 0.479
C -3.516 -13.956 2.032
C -4.026 -13.703 0.623
O -3.154 -14.182 -0.391
H -2.777 -13.215 2.265
H -3.132 -14.996 2.085
H -4.268 -13.787 2.813
H -4.150 -12.642 0.487
H -5.075 -14.159 0.497
H -3.474 -15.027 -0.646
C -7.486 -13.579 2.554
C -7.524 -12.700 1.352
O -8.909 -12.535 1.156
H -8.103 -14.476 2.546
H -7.913 -13.095 3.534
H -6.446 -13.855 2.743
H -7.086 -13.126 0.405
H -7.029 -11.759 1.555
H -9.095 -13.320 0.598
C -7.152 -11.107 7.674
C -7.998 -10.452 6.609
O -8.671 -11.436 5.876
H -7.694 -11.604 8.478
H -6.516 -10.346 8.167
H -6.308 -11.712 7.246
H -7.473 -9.898 5.867
H -8.821 -9.891 7.037
H -9.153 -11.053 5.137
C -9.135 -14.635 5.782
O -9.247 -16.064 5.897
N -10.051 -13.931 5.217
N -8.327 -14.019 6.588
H -10.694 -14.391 4.572
H -9.955 -12.906 5.152
H -7.665 -14.672 7.025
H -8.167 -13.000 6.465
C -3.571 -9.775 1.499
O -2.383 -10.183 2.234
N -4.657 -9.412 2.213
N -3.753 -9.599 0.239
H -4.639 -9.798 3.222
H -5.605 -9.191 1.852
H -3.012 -10.146 -0.242
H -4.619 -9.881 -0.081
C -5.978 -11.421 -2.189
O -5.877 -10.496 -1.162
H -5.550 -12.367 -1.865
H -5.424 -11.157 -3.053
H -7.033 -11.617 -2.445
H -6.520 -9.873 -1.266
C -5.049 -11.810 4.571
O -5.038 -10.426 4.694
H -5.990 -12.222 4.205
H -4.723 -12.333 5.444
H -4.317 -11.971 3.807
H -4.689 -10.089 5.537
C -9.109 -10.127 -0.783
O -8.413 -9.101 -1.545
H -10.155 -9.900 -0.492
H -8.680 -10.244 0.247
H -8.978 -11.175 -1.160
H -7.928 -9.363 -2.309

Atom charges from the Mulliken analysis, given in e for atoms 1 to 8: atom 1 (C): -0.16, atom 2 (C): -0.57, atom 3 (O): -0.54, atom 4 (H): -0.13, atom 5 (H): 0.02, atom 6 (H): 0.38, atom 7 (H): 0.48, atom 8 (H): 0.23

---

Below is C44H36IrN6O3S2 as an isolated structure at a distorted geometry, with properties calculated with the ωB97M-V functional and the def2-TZVPD basis.

## Properties
E_tot = -85791.2543 eV
LUMO level (spin up / spin down) = -5.9 / -6.7 eV
spin multiplicity = 2
max |F| = 0.0238 hartree/bohr
energy above the lowest of the compared OMol25 structures with the same formula, charge and spin = 133.3 kJ/mol
orbital gap (spin up / spin down) = 6.89 / 6.12 eV
charge = +2
E_HOMO (spin up / spin down) = -12.74 / -12.78 eV

Positions of all 92 atoms, in Å:
Ir 0.395 0.567 -0.711
C 5.155 -0.684 4.112
O 5.774 -0.788 2.826
C 5.049 -0.565 1.742
C 5.751 -0.675 0.512
C 5.093 -0.451 -0.645
C 3.698 -0.118 -0.701
C 3.101 0.166 -1.945
C 3.838 0.162 -3.253
O 1.866 0.460 -2.125
C 3.004 -0.035 0.553
O 1.732 0.238 0.722
C 3.704 -0.247 1.748
H 5.937 -0.901 4.831
H 4.350 -1.414 4.209
H 4.774 0.324 4.272
H 6.801 -0.926 0.535
H 5.654 -0.531 -1.562
H 4.892 -0.071 -3.194
H 3.722 1.145 -3.711
H 3.351 -0.560 -3.911
H 3.139 -0.155 2.664
N -3.993 0.208 -1.218
C -4.607 -0.290 -0.035
C -5.932 0.009 0.225
C -6.527 -0.450 1.393
C -5.790 -1.184 2.308
C -4.453 -1.465 2.054
C -3.869 -1.034 0.875
S -2.202 -1.497 0.507
N -1.789 -0.349 -0.672
C -2.655 0.290 -1.372
C -2.081 1.180 -2.412
C -2.823 1.778 -3.413
C -2.194 2.628 -4.310
C -0.839 2.867 -4.167
C -0.154 2.228 -3.148
N -0.755 1.386 -2.305
H -4.573 0.779 -1.809
H -6.504 0.594 -0.486
H -7.568 -0.228 1.584
H -6.250 -1.542 3.218
H -3.870 -2.036 2.765
H -3.882 1.583 -3.512
H -2.758 3.104 -5.100
H -0.310 3.536 -4.829
H 0.903 2.383 -2.996
S 1.643 -5.823 -2.298
C 1.205 -4.175 -1.826
C 1.361 -3.708 -0.525
C 1.029 -2.404 -0.230
N 0.563 -1.551 -1.156
C 0.407 -2.000 -2.411
C 0.707 -3.291 -2.782
C 0.731 -6.711 -1.042
C -0.631 -6.919 -1.196
C -1.300 -7.606 -0.192
N -0.702 -8.077 0.898
C 0.608 -7.893 1.018
C 1.374 -7.216 0.076
H 1.735 -4.353 0.258
H 1.122 -2.016 0.775
H 0.010 -1.292 -3.127
H 0.546 -3.612 -3.802
H -1.157 -6.566 -2.073
H -2.365 -7.789 -0.274
H 1.073 -8.304 1.907
H 2.442 -7.103 0.209
N -0.195 1.937 0.308
C -0.421 3.005 0.937
C -1.455 3.035 2.000
C -1.296 3.847 3.120
C -2.253 3.830 4.123
C -3.372 3.017 4.008
C -3.537 2.210 2.888
C -2.578 2.218 1.892
C 0.357 4.217 0.574
C 1.698 4.097 0.215
C 2.419 5.220 -0.153
C 1.801 6.464 -0.176
C 0.465 6.586 0.180
C -0.258 5.467 0.563
H -0.423 4.479 3.213
H -2.126 4.455 4.996
H -4.119 3.015 4.790
H -4.411 1.579 2.790
H -2.699 1.598 1.014
H 2.179 3.126 0.259
H 3.467 5.132 -0.408
H 2.365 7.342 -0.461
H -0.014 7.556 0.166
H -1.299 5.561 0.847

Atom charges from the Mulliken analysis, given in e for atoms 1 to 8: atom 1 (Ir): 1.66, atom 2 (C): -0.79, atom 3 (O): -0.44, atom 4 (C): 0.78, atom 5 (C): -1.08, atom 6 (C): -1.70, atom 7 (C): 1.08, atom 8 (C): 1.09

---

Below is CH9N5S as an isolated structure at a distorted geometry, with properties calculated with the ωB97M-V functional and the def2-TZVPD basis.

## Properties
E_tot = -19446.8770 eV
LUMO level = -9.4 eV
max |F| = 0.0737 hartree/bohr
energy above the lowest of the compared OMol25 structures with the same formula, charge and spin = 0.0 kJ/mol
orbital gap = 8.99 eV
charge = +2
E_HOMO = -18.42 eV

Positions of all 16 atoms, in Å:
C 0.503 -0.146 0.014
N -1.446 -0.209 1.310
N 1.434 0.719 0.190
N -0.904 0.451 0.326
N 2.785 0.566 0.179
N -2.011 0.241 -1.153
S 0.767 -1.880 -0.233
H -1.243 -1.192 1.439
H -2.337 0.221 1.552
H 1.079 1.683 0.372
H 3.289 1.310 0.671
H 3.064 -0.450 0.274
H 2.051 -1.664 -0.661
H -1.636 0.456 -2.045
H -2.416 -0.745 -1.105
H -2.979 0.640 -1.130

Atom charges from the Mulliken analysis, given in e for atoms 1 to 8: atom 1 (C): 0.64, atom 2 (N): -0.24, atom 3 (N): 0.14, atom 4 (N): -0.04, atom 5 (N): -0.66, atom 6 (N): -0.54, atom 7 (S): -0.08, atom 8 (H): 0.27

---

Below is one molecule with the formula C3H9FIN3O2S at a distorted geometry, with properties calculated with the ωB97M-V functional and the def2-TZVPD basis.

## Properties
E_tot = -33470.1546 eV
LUMO level = -0.3 eV
max |F| = 0.0838 hartree/bohr
energy above the lowest of the compared OMol25 structures with the same formula, charge and spin = 143.7 kJ/mol
orbital gap = 8.85 eV
charge = 0
E_HOMO = -9.18 eV

Positions of all 20 atoms, in Å:
C 0.188 1.078 1.675
C -1.357 2.324 -0.881
C 0.390 -2.809 -0.696
N 0.328 0.965 0.274
N -0.794 0.984 -0.609
N 0.423 -1.747 0.256
O 1.211 -0.233 -1.721
O 2.552 -0.198 0.421
F 1.108 -2.070 1.419
S 1.323 -0.281 -0.305
I -2.375 -0.295 -0.074
H -0.916 0.976 1.901
H 0.796 0.279 2.137
H 0.636 2.013 2.097
H -2.179 2.200 -1.631
H -1.779 2.874 0.048
H -0.651 2.961 -1.271
H 0.132 -2.211 -1.622
H 1.330 -3.376 -0.973
H -0.368 -3.432 -0.446

Atom charges from the Mulliken analysis, given in e for atoms 1 to 8: atom 1 (C): -0.80, atom 2 (C): -0.77, atom 3 (C): -0.88, atom 4 (N): 0.22, atom 5 (N): -0.50, atom 6 (N): 0.14, atom 7 (O): -0.62, atom 8 (O): -0.58

---

Below is one molecule with the formula C8H12N6O2 at a distorted geometry, with properties calculated with the ωB97M-V functional and the def2-TZVPD basis.

## Properties
E_tot = -21521.3029 eV
LUMO level = -0.4 eV
max |F| = 0.0424 hartree/bohr
energy above the lowest of the compared OMol25 structures with the same formula, charge and spin = 0.0 kJ/mol
orbital gap = 7.43 eV
charge = 0
E_HOMO = -7.79 eV

Positions of all 28 atoms, in Å:
O 2.634 1.413 1.665
N 2.402 0.189 1.951
C 1.061 -0.263 1.890
C 0.144 0.766 1.329
N -1.199 0.258 1.400
N -2.272 1.013 0.994
N -3.288 0.190 0.928
N -2.934 -1.075 1.252
C -1.602 -1.042 1.515
C -0.642 -1.999 1.910
C 0.680 -1.600 2.070
O 3.336 -0.587 2.228
H 0.385 0.889 0.253
H -1.010 -3.002 2.109
H 1.462 -2.309 2.343
C -0.251 3.880 5.361
C 0.100 3.565 3.910
C -0.238 2.166 3.413
N 0.224 2.079 1.956
H 0.102 4.894 5.577
H -1.329 3.864 5.554
H 0.241 3.203 6.068
H -0.422 4.278 3.258
H 1.182 3.704 3.772
H 0.280 1.367 3.957
H -1.317 1.950 3.406
H 1.231 2.340 1.861
H -0.334 2.726 1.389

Atom charges from the Mulliken analysis, given in e for atoms 1 to 8: atom 1 (O): -0.77, atom 2 (N): 0.99, atom 3 (C): -0.82, atom 4 (C): 0.58, atom 5 (N): 0.69, atom 6 (N): -0.64, atom 7 (N): -0.48, atom 8 (N): -0.49